Entry i
Below is an isolated molecule of C3H8N4O, with properties calculated with ωB97M-V/def2-TZVPD.

* gap between HOMO and LUMO: 9.8 eV
* HOMO energy: -8.993 eV
* structure (SMILES): [H]/N=C(\C=N/O)N(C)N

Geometry (Å):
O (-1.2447, -1.4232, -1.3262)
N (-0.2865, -2.2157, -0.6772)
N (-0.6300, -0.1470, 1.9590)
N (0.3824, 0.8487, 0.1953)
N (-0.1485, 2.0249, 0.7425)
C (0.3153, -1.5947, 0.2237)
C (-0.0321, -0.2582, 0.8562)
C (0.8237, 0.9438, -1.1559)
H (-1.1142, 1.8910, 0.9365)
H (1.3216, 1.9442, -1.2711)
H (1.5402, 0.1353, -1.3872)
H (0.2094, 2.1063, 1.7505)
H (0.0326, 0.9109, -1.8876)
H (1.1771, -2.1471, 0.6429)
H (-0.8462, -1.0411, 2.4567)
H (-1.5002, -1.9782, -2.0580)

Here are the natural (NBO) charges for atoms 1 to 5, given in e:
1. O -0.577
2. N -0.108
3. N -0.742
4. N -0.270
5. N -0.641


Entry ii
Below is a cluster of 2 separate species, C3H8N4O in total, with properties calculated with ωB97M-V/def2-TZVPD.

* gap between HOMO and LUMO: 7.8 eV
* HOMO energy: -8.872 eV

Geometry (Å):
O (1.2613, 1.3984, 0.2333)
N (3.5269, 0.0100, -0.1884)
N (1.2577, 0.1334, -0.4891)
N (-2.5806, -0.6401, -0.2396)
N (-1.3581, 1.6034, -0.2479)
C (-1.4270, 0.2349, -0.2028)
C (2.4570, -0.5134, -0.1724)
C (-0.0274, -0.6262, 0.0069)
H (-0.1051, -1.5685, -0.3281)
H (0.1688, 1.7214, 0.2669)
H (2.9664, 1.1281, -0.1927)
H (-2.3837, 1.6509, -0.4038)
H (2.3444, -1.8058, -0.0224)
H (0.0817, -0.6636, 1.1941)
H (-3.6155, -0.3671, -0.0291)
H (-2.5670, -1.6956, 0.8149)

Here are the natural (NBO) charges for atoms 1 to 5, given in e:
1. O -0.655
2. N -0.597
3. N -0.188
4. N -0.849
5. N -0.713


Unit: hartree. Relative energies: entry i 0.0000; entry ii 0.1857.


Entry i
Below is an isolated molecule of CH5N3S, with properties calculated with ωB97M-V/def2-TZVPD.

* gap between HOMO and LUMO: 9.5 eV
* HOMO energy: -8.796 eV
* structure (SMILES): N/N=C\NS

Geometry (Å):
S (-1.6382, -0.3179, -0.1880)
N (1.5790, -0.9465, 0.1471)
N (-0.3985, 0.5861, 0.6321)
N (1.6795, 0.2940, -0.3873)
C (0.6372, 1.0091, -0.1789)
H (2.4810, -1.4277, 0.1512)
H (-0.8434, 1.3954, 1.0770)
H (-0.8739, -1.4247, -0.2395)
H (1.0907, -0.9838, 1.0268)
H (0.5134, 1.9375, -0.6776)

Here are the natural (NBO) charges for atoms 1 to 5, given in e:
1. S 0.133
2. N -0.664
3. N -0.805
4. N -0.219
5. C 0.136


Entry ii
Below is a cluster of 2 separate species, CH5N3S in total, with properties calculated with ωB97M-V/def2-TZVPD.

* gap between HOMO and LUMO: 7.5 eV
* HOMO energy: -8.713 eV

Geometry (Å):
S (-2.2332, -0.2512, -0.2278)
N (1.2733, 0.3424, -0.4072)
N (1.2538, -0.9099, -0.0013)
N (-0.8655, 0.4186, 0.4476)
C (0.1651, 0.9907, -0.2721)
H (2.1352, -1.1201, 0.2898)
H (-1.2426, 1.2062, 1.0090)
H (0.5358, -0.8873, 0.7394)
H (-0.9883, -1.8281, -0.8561)
H (-0.0336, 2.0388, -0.7215)

Here are the natural (NBO) charges for atoms 1 to 5, given in e:
1. S 0.186
2. N -0.220
3. N -0.610
4. N -0.858
5. C 0.118


Unit: hartree. Relative energies: entry i 0.0000; entry ii 0.1194.


Entry i
Below is an isolated molecule of CH3N3O3, with properties calculated with ωB97M-V/def2-TZVPD.

* gap between HOMO and LUMO: 9.1 eV
* HOMO energy: -9.545 eV
* structure (SMILES): [H]/N=N/C(=O)OON

Geometry (Å):
O (-1.5036, 0.8253, -0.0220)
O (0.0879, -1.5733, 0.6063)
O (-0.0736, 0.6917, -0.0339)
N (-1.9805, 0.0265, -1.1136)
N (1.9148, -0.2168, 0.3677)
N (2.4639, 0.6307, 0.9800)
C (0.5983, -0.5579, 0.3778)
H (-2.0311, -0.9502, -0.6974)
H (-2.9295, 0.4093, -1.3491)
H (3.4534, 0.7148, 0.8842)

Here are the natural (NBO) charges for atoms 1 to 5, given in e:
1. O -0.122
2. O -0.514
3. O -0.308
4. N -0.539
5. N -0.192


Entry ii
Below is a structure of composition CH3N3O3, with properties calculated with ωB97M-V/def2-TZVPD.

* gap between HOMO and LUMO (alpha / beta): 9.1 / 9.1 eV
* HOMO energy (alpha / beta): -10.943 / -10.944 eV

Geometry (Å):
O (-1.3957, 0.4232, 1.7870)
O (1.5580, -1.9029, -1.4294)
O (0.1426, -1.3009, 0.3330)
N (-1.0327, 0.9702, 0.7447)
N (-0.6694, 2.1615, 0.5250)
N (-0.7745, 0.0712, -0.3853)
C (1.0425, -1.9583, -0.3444)
H (-0.9356, 2.8378, 1.2047)
H (1.0295, -2.7878, 0.3612)
H (-0.1673, 0.7523, -0.8488)

Here are the natural (NBO) charges for atoms 1 to 5, given in e:
1. O -0.391
2. O -0.545
3. O -0.376
4. N 0.417
5. N -0.482


Unit: hartree. Relative energies: entry i 0.0000; entry ii 0.0052.


Entry i
Below is a cluster of 2 separate species, C4H9NO2S2 in total, with properties calculated with ωB97M-V/def2-TZVPD.

* gap between HOMO and LUMO: 9.6 eV
* HOMO energy: -9.047 eV
* structure (SMILES): C=NCCC(=O)O.SS

Geometry (Å):
S (5.1785, 0.4556, 0.2921)
S (3.7669, -0.8776, -0.3545)
O (1.2839, 1.1908, -0.3872)
O (0.1619, 2.5490, 0.9697)
N (-1.6571, -0.7027, 0.4852)
C (-1.2249, -1.8343, 0.7967)
C (-1.3481, -0.1273, -0.7913)
C (0.2360, 1.6706, -0.0288)
C (-1.1046, 1.3798, -0.6468)
H (1.0445, 2.7382, 1.3289)
H (-0.5726, -2.4451, 0.1637)
H (-1.8826, 1.8314, -0.0342)
H (2.7221, -0.0481, -0.3853)
H (-1.5091, -2.2448, 1.7533)
H (-1.1082, 1.8343, -1.6404)
H (-0.4884, -0.6092, -1.2821)
H (-2.2340, -0.2675, -1.4209)
H (5.1941, 0.0934, 1.5841)

Here are the natural (NBO) charges for atoms 1 to 5, given in e:
1. S -0.137
2. S -0.169
3. O -0.636
4. O -0.669
5. N -0.404


Entry ii
Below is a cluster of 2 separate species, C4H9NO2S2 in total, with properties calculated with ωB97M-V/def2-TZVPD.

* gap between HOMO and LUMO (alpha / beta): 7.3 / 5.7 eV
* HOMO energy (alpha / beta): -8.020 / -6.900 eV

Geometry (Å):
S (1.0298, 0.4447, 1.8714)
S (0.9053, 0.4775, -1.0928)
O (-2.3482, -1.5619, 0.5568)
O (-0.4639, -2.5855, 0.1019)
N (-1.1919, -1.6171, 0.1925)
C (2.3366, -0.6905, 1.3288)
C (-1.1188, 1.5116, 0.5784)
C (0.1199, 0.7069, 0.4333)
C (-0.4887, 0.2592, -2.2243)
H (-1.1719, -0.4585, -1.7756)
H (1.8734, -1.5304, 0.8221)
H (3.0291, -0.1736, 0.6737)
H (-0.9801, 1.2057, -2.4314)
H (-0.0630, -0.1412, -3.1409)
H (-1.7547, 1.4453, -0.3020)
H (-1.6852, 1.1611, 1.4389)
H (-0.8703, 2.5656, 0.7387)
H (2.8424, -1.0190, 2.2306)

Here are the natural (NBO) charges for atoms 1 to 5, given in e:
1. S 0.398
2. S 0.374
3. O -0.430
4. O -0.437
5. N 0.367


Unit: hartree. Relative energies: entry i 0.0000; entry ii 0.1494.


Entry i
Below is an isolated molecule of C6H7N3O, with properties calculated with ωB97M-V/def2-TZVPD.

* gap between HOMO and LUMO (alpha / beta): 8.5 / 6.4 eV
* HOMO energy (alpha / beta): -9.921 / -9.382 eV

Geometry (Å):
O (-2.4697, -1.2052, -1.0674)
N (2.4379, 0.6025, -0.7847)
N (1.3123, -0.5581, 0.6586)
N (2.5345, -0.9601, 0.7529)
C (-1.8058, -0.1314, 0.9183)
C (-0.2006, 0.6576, -0.9026)
C (-1.0305, 1.0658, 0.3233)
C (1.1730, 0.3423, -0.3576)
C (-2.2339, -1.2276, 0.1315)
C (3.2181, -0.2435, -0.1249)
H (-0.0680, 1.4743, -1.6306)
H (-2.0224, -0.1434, 2.0362)
H (-0.4101, -0.3686, -1.3903)
H (-2.4715, -2.1451, 0.6449)
H (-1.7437, 1.7562, -0.0419)
H (-0.5241, 1.3359, 1.2010)
H (4.3047, -0.2518, -0.3667)

Here are the natural (NBO) charges for atoms 1 to 5, given in e:
1. O -0.520
2. N -0.552
3. N -0.250
4. N -0.240
5. C -0.056


Entry ii
Below is an isolated molecule of C6H7N3O, with properties calculated with ωB97M-V/def2-TZVPD.

* gap between HOMO and LUMO: 9.8 eV
* HOMO energy: -9.038 eV
* structure (SMILES): C1=NO[C@@H](n2ccnc2)C1

Geometry (Å):
O (-1.2832, -1.4024, 0.4298)
N (2.9465, -0.1476, 0.2306)
N (0.7434, -0.2246, 0.3102)
N (-2.3178, -1.0927, -0.4011)
C (1.1013, -0.3272, -1.0109)
C (-0.5914, -0.2106, 0.8325)
C (2.4625, -0.2804, -1.0334)
C (-1.4417, 0.9464, 0.2695)
C (1.9059, -0.1251, 1.0075)
C (-2.4475, 0.1563, -0.5201)
H (0.3761, -0.4427, -1.7899)
H (-0.8514, 1.6124, -0.3614)
H (3.1238, -0.3309, -1.8744)
H (-1.9218, 1.5362, 1.0504)
H (1.9328, -0.0289, 2.0746)
H (-0.5227, -0.2152, 1.9260)
H (-3.2150, 0.5769, -1.1397)

Here are the natural (NBO) charges for atoms 1 to 5, given in e:
1. O -0.355
2. N -0.452
3. N -0.369
4. N -0.069
5. C -0.112


Entry iii
Below is a cluster of 2 separate species, C6H7N3O in total, with properties calculated with ωB97M-V/def2-TZVPD.

* gap between HOMO and LUMO: 8.9 eV
* HOMO energy: -8.147 eV
* structure (SMILES): C=Cc1cnc[nH]1.C#[N+][O-]

Geometry (Å):
O (2.8200, -1.2943, 1.2526)
N (-2.4345, -1.5185, 0.0195)
N (-0.6345, -0.8685, 1.0368)
N (3.0831, -0.9182, 0.1820)
C (-0.4812, 2.3919, -0.7902)
C (3.2818, -0.6464, -0.9149)
C (-0.0810, 1.3202, -0.0642)
C (-0.8044, 0.1178, 0.0576)
C (-1.9323, -0.3497, -0.5729)
C (-1.6089, -1.7561, 1.0168)
H (-0.1271, 3.3694, -0.7667)
H (0.7965, 1.3621, 0.4550)
H (-2.5337, 0.1791, -1.2295)
H (-1.3228, 2.2474, -1.3952)
H (-1.7140, -2.4091, 1.8819)
H (3.6225, -0.2900, -1.8752)
H (0.0707, -0.9370, 1.7068)

Here are the natural (NBO) charges for atoms 1 to 5, given in e:
1. O -0.412
2. N -0.461
3. N -0.494
4. N 0.222
5. C -0.366


Entry iv
Below is an isolated molecule of C6H7N3O, with properties calculated with ωB97M-V/def2-TZVPD.

* gap between HOMO and LUMO: 9.6 eV
* HOMO energy: -8.989 eV
* structure (SMILES): O[C@H]1N=CCc2nccn21

Geometry (Å):
O (-0.5824, -0.8103, -2.1138)
N (0.6272, 0.0847, -0.2808)
N (-1.7051, 0.4808, -0.6782)
N (1.4621, -0.1961, 1.6156)
C (-1.0288, -0.5561, 1.4111)
C (2.5047, 0.2320, 0.7329)
C (0.3639, -0.3342, 0.9604)
C (-2.0109, 0.1167, 0.4936)
C (-0.4037, 0.2669, -1.2761)
C (1.8961, 0.5107, -0.4473)
H (-1.2825, -1.6091, 1.2564)
H (-0.0941, 1.2350, -1.7907)
H (-1.1883, -0.3048, 2.4104)
H (-3.0432, 0.1516, 0.8112)
H (2.1177, 0.9713, -1.4129)
H (3.5802, 0.2458, 1.1613)
H (-1.2129, -0.4852, -2.8530)

Here are the natural (NBO) charges for atoms 1 to 5, given in e:
1. O -0.693
2. N -0.366
3. N -0.445
4. N -0.465
5. C -0.522


Unit: hartree. Relative energies: entry i 0.1391; entry ii 0.0204; entry iii 0.1121; entry iv 0.0000.


Entry i
Below is a cluster of 2 separate species, C4H7N3O in total, with properties calculated with ωB97M-V/def2-TZVPD.

* gap between HOMO and LUMO: 9.5 eV
* HOMO energy: -8.953 eV
* structure (SMILES): C/C(C#N)=N\N.C=O

Geometry (Å):
O (-1.6450, 0.7419, -0.4256)
N (0.5814, 0.6294, 2.2084)
N (1.4353, 0.2241, -2.3638)
N (1.0226, 0.7105, 0.9538)
C (0.9831, 0.1472, -1.3044)
C (0.2438, -1.5836, 0.3447)
C (0.7096, -0.1758, 0.0882)
C (-1.3731, 1.0521, -1.5778)
H (0.9453, -2.0890, 1.0098)
H (0.1376, -2.1383, -0.5824)
H (-0.2227, 0.0410, 2.4045)
H (-1.0624, 2.0753, -1.8410)
H (0.6215, 1.5125, 2.6928)
H (-1.6398, 0.4127, -2.4311)
H (-0.7373, -1.5599, 0.8238)

Here are the natural (NBO) charges for atoms 1 to 5, given in e:
1. O -0.539
2. N -0.615
3. N -0.305
4. N -0.161
5. C 0.247


Entry ii
Below is an isolated molecule of C4H7N3O, with properties calculated with ωB97M-V/def2-TZVPD.

* gap between HOMO and LUMO (alpha / beta): 6.8 / 6.8 eV
* HOMO energy (alpha / beta): -7.022 / -7.021 eV
* structure (SMILES): [H]/N=C(C=O)/C(N)=C\N

Geometry (Å):
O (-2.8360, -0.1334, 0.0698)
N (-0.6673, -1.8303, -0.1988)
N (0.1813, 1.7286, -0.1333)
N (2.2486, 0.3413, -0.0111)
C (-2.0184, 0.7597, 0.0282)
C (1.4599, -0.7365, 0.0089)
C (0.0767, -0.6517, -0.0699)
C (-0.5497, 0.6354, -0.1075)
H (-0.3155, -2.6059, 0.3425)
H (-0.3582, 2.5893, -0.1474)
H (1.9221, -1.7178, 0.0446)
H (3.2167, 0.2478, 0.2478)
H (1.6539, 1.2539, -0.0698)
H (-2.3490, 1.8189, 0.0940)
H (-1.6650, -1.6994, -0.0980)

Here are the natural (NBO) charges for atoms 1 to 5, given in e:
1. O -0.515
2. N -0.830
3. N -0.724
4. N -0.768
5. C 0.402


Unit: hartree. Relative energies: entry i 0.0561; entry ii 0.0000.